Record 1
Below is a structure of composition C35H43N5P2Zr at a distorted geometry, with properties calculated with ωB97M-V/def2-TZVPD.

Output
Gap between HOMO and LUMO: 5.366 eV
LUMO level: -13.5 eV
Calculated total energy: -2361.70350 Eh
HOMO: -18.824 eV

The geometry in ORCA input format:
```
! RIJCOSX wB97M-V def2-TZVPD def2/J DEFGRID3
* xyz 4 1
Zr 0.10100 -0.07140 -0.10940
P -1.70860 1.79270 -0.24200
P -0.12160 0.11790 -2.80400
N -3.86520 1.39470 -1.73540
N 2.16750 0.74100 0.46540
N 0.11550 0.13810 2.05470
N -2.71400 -0.11250 -3.70480
N -1.80160 -1.29220 0.74940
C -0.34090 -0.74630 -5.47990
C 4.25220 1.86040 0.05100
C -2.80980 -1.94320 0.12330
C 3.20500 0.41230 -1.70340
C -4.01880 0.17130 -3.78870
C -0.66700 4.21590 0.51960
C -3.08010 2.09010 0.92210
C -0.86000 -0.42020 2.80010
C -0.48390 1.73550 -5.11560
C -2.58850 1.12290 -1.70660
C -0.74410 -0.53660 4.18690
C -1.02600 3.47910 -0.77120
C -5.98840 1.32590 -2.85530
C -4.31110 -1.65980 1.98470
C -6.71130 0.88390 -3.93550
C 0.20050 -1.73080 -2.69750
C -2.55830 -2.54840 -1.21380
C 0.20570 0.44150 -4.70110
C -4.62910 0.98670 -2.75520
C 4.26980 2.38140 1.33080
C 2.24030 1.17460 1.76060
C -3.24990 -1.09760 2.68460
C -4.06730 -2.11470 0.70450
C 1.21670 0.62720 2.66500
C 3.20250 1.03390 -0.34980
C -2.05720 4.22460 -1.61000
C 1.70890 0.57360 -4.90600
C -4.79900 -0.27530 -4.86950
C 0.25250 3.22950 -1.57470
C 3.26080 2.00070 2.21040
C 1.39230 0.53950 4.04590
C -2.02000 -0.94090 2.05360
C -1.97360 0.33590 -2.72240
C -6.12200 0.08520 -4.93720
C 0.40080 -0.05860 4.81070
H 4.22860 0.15040 -1.97580
H 1.89040 0.64630 -5.97710
H -0.31290 1.88640 -6.18030
H -3.69270 2.91250 0.54300
H -3.01950 4.29930 -1.10950
H -2.21020 3.74280 -2.57440
H -3.71350 1.20350 0.98380
H 2.30000 0.88750 4.51330
H 2.86160 1.12550 -2.45770
H -5.28240 -1.77610 2.44120
H -6.43950 1.94250 -2.09460
H -0.30960 -0.49730 -6.53920
H -1.37940 -0.95410 -5.23440
H -3.39360 -0.76690 3.70160
H 0.23020 -2.07020 -1.63210
H -4.84070 -2.62130 0.15040
H -1.78160 -3.31500 -1.14720
H 0.03090 2.72100 -2.51660
H 0.98620 2.64650 -0.99060
H 0.26580 -1.63820 -5.36030
H 2.10720 1.48370 -4.46000
H 2.59780 -0.50620 -1.71670
H -0.53430 -2.31130 -3.26230
H 2.26470 -0.29290 -4.55330
H 0.52260 -0.16110 5.87840
H -1.56100 1.70500 -4.96850
H 5.05520 2.07970 -0.63320
H -1.54780 4.51960 1.07920
H -7.75380 1.14950 -4.02730
H -2.70110 2.34750 1.91280
H 5.06170 3.03730 1.65600
H 3.28100 2.34750 3.22980
H 0.70020 4.19110 -1.82690
H -4.34010 -0.88120 -5.63470
H -6.72160 -0.23890 -5.77460
H -0.02470 3.59550 1.15820
H -1.71520 5.24050 -1.79470
H -2.26980 -1.79280 -1.94380
H -1.51050 -1.02480 4.76830
H 1.17730 -1.94790 -3.14890
H -0.07220 2.61070 -4.61590
H -0.12360 5.12620 0.27350
H -3.46110 -3.03570 -1.57740
*
```

---

Record 2
Below is a structure of composition C35H44GeN9SV at a distorted geometry, with properties calculated with ωB97M-V/def2-TZVPD.

Output
Gap between HOMO and LUMO (alpha / beta): 6.715 / 6.810 eV
Relative energy (zero: lowest compared OMol25 entry of this formula, charge and spin): 82.6 kcal/mol
LUMO level (alpha / beta): -5.8 / -5.8 eV
Calculated total energy: -5271.54810 Eh
HOMO (alpha / beta): -12.565 / -12.568 eV

The geometry in ORCA input format:
```
! RIJCOSX wB97M-V def2-TZVPD def2/J DEFGRID3
* xyz 2 3
Ge 1.76686 -0.58979 2.32405
V -0.02110 -0.25792 0.44983
S -2.01334 2.04835 -1.24438
N -0.83669 1.07397 1.75132
N -1.93681 4.82365 -4.36888
N -2.03284 -0.62316 -1.85858
N 2.42949 -2.53916 -2.99266
N -1.81977 -1.24248 1.10642
N 0.59554 -3.86888 -3.37999
N 0.56954 1.63265 -0.40624
N 1.13278 -1.31349 -0.87320
N -1.18521 5.78985 -2.50322
C 4.63539 2.45641 1.79245
C 5.27472 -2.95944 2.20612
C 0.26697 -0.98378 6.32422
C 2.37247 -0.94352 -1.23237
C -1.91058 2.82393 3.54684
C -2.26226 1.48067 3.59560
C -2.98525 -1.41043 -1.07601
C 3.09858 3.28934 3.43887
C -0.26086 1.96965 -1.60013
C 1.20430 -2.91981 -2.63333
C 4.90371 -4.08183 1.47905
C 3.00758 -1.58329 -2.28124
C 2.35228 2.12287 3.33159
C -3.06837 -0.91744 0.34881
C 4.24276 3.45840 2.66898
C 3.61017 -4.18613 0.98767
C 0.86285 -0.44161 5.18736
C -1.71975 0.62974 2.65661
C 4.36113 -1.93536 2.42686
C 0.56786 -2.31730 -1.53264
C 0.53015 2.70470 0.63477
C -0.49139 2.36731 1.69192
C -1.29406 4.64477 -3.20186
C 0.01023 -3.08500 5.19507
C -0.17666 -2.29706 6.32517
C -2.53781 0.68129 -2.29814
C 0.60246 -2.54022 4.06531
C 1.02477 -1.20398 4.03154
C 2.74891 1.08557 2.48055
C 3.89834 1.27966 1.70695
C 3.06387 -2.00395 1.91062
C -1.03323 3.28039 2.57287
C -1.64213 7.11803 -2.90374
C -2.00440 -0.84699 2.54574
C 2.70633 -3.15303 1.20176
H 1.44084 2.03887 3.91051
H 1.14268 -4.31352 -4.09954
H 4.82819 4.36432 2.75599
H 1.52831 1.56284 -0.74081
H 2.79244 4.06382 4.13171
H 5.52109 2.58499 1.18314
H -0.64892 -2.71191 7.20608
H -1.69043 -2.25221 1.05464
H -0.39614 -2.67454 -1.19462
H -2.03370 4.04615 -4.99355
H -1.29259 -1.39690 3.15955
H 1.51087 2.75925 1.10458
H 4.66442 -1.08453 3.02633
H 5.61616 -4.87799 1.30667
H 0.15917 -0.37654 7.21420
H -3.18720 0.16468 0.37083
H -2.33286 5.69482 -4.69212
H 3.30489 -5.07508 0.44932
H -2.32760 3.51738 4.26626
H -3.01179 -1.08556 2.88545
H -0.75632 4.32483 2.51427
H -3.63022 0.72666 -2.30246
H -1.23441 7.85622 -2.21869
H 4.25240 0.49036 1.05184
H 0.31569 3.67339 0.18034
H 0.77334 -3.18115 3.20459
H -0.23698 -4.33499 -3.06866
H 6.27703 -2.88254 2.60791
H -3.99284 -1.39555 -1.50470
H 2.87044 -0.18229 -0.64775
H 4.02145 -1.31304 -2.55093
H 1.23365 0.57258 5.23847
H -2.18220 0.88526 -3.30608
H -1.28205 7.36090 -3.90455
H -0.09188 1.18296 -2.33373
H -0.75522 5.72805 -1.60008
H -2.73115 7.19642 -2.88733
H -2.65982 -2.45521 -1.08536
H -1.73061 -1.15203 -2.66702
H -3.92645 -1.36118 0.85570
H 1.69632 -3.26518 0.81907
H -0.00109 2.94043 -2.03480
H -2.94951 1.10651 4.34245
H -0.29399 -4.12424 5.20124
*
```

---

Record 3
Below is a structure of composition C35H45BFN7O3RuS3 at a distorted geometry, with properties calculated with ωB97M-V/def2-TZVPD.

Output
Gap between HOMO and LUMO (alpha / beta): 7.092 / 6.910 eV
Relative energy (zero: lowest compared OMol25 entry of this formula, charge and spin): 11.0 kcal/mol
LUMO level (alpha / beta): -3.1 / -3.1 eV
Calculated total energy: -3383.95804 Eh
HOMO (alpha / beta): -10.191 / -10.053 eV

The geometry in ORCA input format:
```
! RIJCOSX wB97M-V def2-TZVPD def2/J DEFGRID3
* xyz 1 2
Ru 0.70495 0.18426 0.82103
S -0.06084 2.25046 1.53704
S 0.82373 -0.97222 2.75628
S -1.36476 -0.74092 0.26155
F -0.06915 -4.78576 -3.84026
O 1.32310 -1.14115 -0.80658
O 2.70121 2.77498 -1.47052
O 2.14370 1.25427 0.05873
N -0.90544 0.69097 4.10543
N -2.58146 1.38441 2.28624
N -2.03867 -2.97637 1.76116
N 1.16498 0.93458 4.75888
N -2.60113 2.81890 0.64403
N -2.28596 -1.10283 2.84802
N 1.90782 0.27801 -4.59157
C 3.04349 -0.60057 5.24794
C 0.62344 -3.09065 -5.30784
C 2.30009 1.67126 -1.17779
C 0.71060 -2.78383 -2.91578
C -3.43961 4.29732 -1.13944
C 1.25537 0.20428 -6.95220
C 2.14091 1.04921 -3.53269
C -3.89666 1.58406 1.92096
C -0.88263 1.67535 5.06412
C 1.96256 0.66315 -2.22793
C 2.66881 0.82911 4.87073
C -1.28280 3.11583 -1.44296
C -2.46592 -3.28947 3.04037
C -2.08884 -5.38680 1.23306
C 1.12618 -1.83103 -5.53307
C -2.41659 -3.73161 -0.57896
C -0.15562 -3.97813 0.54626
C 1.21698 -1.49255 -3.11590
C -1.93006 -1.63374 1.66708
C 2.21795 0.80880 -5.94288
C 3.13548 1.76869 5.97926
C 1.42115 -1.01808 -4.41602
C -3.91681 2.47075 0.91081
C 0.35118 0.25658 3.92722
C 3.30206 1.27253 3.55426
C -1.67010 -4.00912 0.72396
C 0.39318 1.83230 5.47312
C -1.80335 2.13953 1.49730
C 3.68584 0.56870 -6.26730
C -2.61104 -2.12847 3.70581
C -2.18583 3.80668 -0.42096
C 0.42736 -3.54775 -4.00645
C 1.50454 -0.65387 -1.95413
C 1.33909 -1.31433 -6.93132
C -1.49660 4.99519 0.24169
B -2.25080 0.35188 3.38690
H 4.32757 1.08696 -5.55436
H 2.97307 2.27765 3.28568
H 2.51708 2.04680 -3.72728
H -2.16007 5.46682 0.96850
H 0.19647 -2.99299 0.24542
H -2.93156 -1.93930 4.71506
H 0.80321 2.49839 6.20611
H 0.55145 -3.14403 -1.91137
H -1.53329 -5.68488 2.12268
H 4.21502 1.65936 6.06890
H 3.06652 0.60023 2.73459
H -2.24211 -4.56449 -1.26131
H 2.03516 1.88176 -5.88283
H -1.24690 5.73105 -0.52368
H -3.49093 -3.65777 -0.39966
H 4.38555 1.28780 3.67792
H 3.93514 -0.49231 -6.23156
H -3.15915 -5.44140 1.43786
H -1.86413 -6.11027 0.45085
H -1.73121 2.17630 -1.77523
H 2.31596 -1.64000 -7.29800
H 0.59664 -1.75202 -7.59805
H 2.53558 -0.90139 6.16590
H -3.12530 5.01124 -1.89905
H -1.77963 2.18261 5.37236
H -0.29040 2.92059 -1.04838
H -4.74804 2.87264 0.36694
H 2.69613 1.51751 6.94584
H 0.23736 0.52059 -6.71184
H -2.63260 -4.29574 3.36879
H -4.12555 4.81513 -0.46805
H -4.70371 1.07378 2.41612
H 0.37140 -3.73790 -6.13883
H -3.11853 0.42806 4.21865
H 0.12723 -4.70012 -0.22247
H -1.17678 3.77299 -2.30761
H -3.96876 3.48599 -1.64165
H 4.11868 -0.64638 5.42243
H 3.91451 0.94434 -7.26511
H -0.57436 4.70268 0.73896
H 2.92849 2.81366 5.74582
H 0.34118 -4.26180 1.47595
H -2.07778 -2.81866 -1.06127
H 1.49562 0.59424 -7.94104
H 2.80071 -1.31054 4.46065
*
```

---

Record 4
Below is a structure of composition C35H45BrClN4ORbSSi at a distorted geometry, with properties calculated with ωB97M-V/def2-TZVPD.

Output
Gap between HOMO and LUMO: 6.867 eV
LUMO level: -0.1 eV
Calculated total energy: -5401.06845 Eh
HOMO: -6.927 eV

The geometry in ORCA input format:
```
! RIJCOSX wB97M-V def2-TZVPD def2/J DEFGRID3
* xyz 0 1
Rb 0.36519 0.12382 -0.41287
Br -0.13217 -0.28757 -3.41580
Cl 0.87066 5.04284 5.69232
S 3.75534 -0.01485 0.10142
Si 0.07286 -0.10866 -5.68235
O 0.26370 2.30735 0.55411
N 0.05842 -2.41089 0.53988
N 0.16114 -0.24745 2.32491
N 3.77119 2.49374 -0.98522
N 3.30620 2.31086 1.21997
C 5.33698 2.37339 -4.88878
C 0.20386 -1.88696 4.15204
C 0.21394 -1.57749 2.81149
C -0.00340 -3.41068 -0.29937
C 4.34742 3.53085 -3.03427
C 0.62502 4.19687 4.18625
C 0.07191 -4.76580 0.08310
C 1.54569 -1.60204 -7.61150
C 0.28688 4.91510 3.03487
C 4.29688 2.34775 -2.29203
C 0.61924 0.68000 3.08617
C -1.75345 -0.28351 -7.86054
C 1.53737 -1.26815 -6.11110
C 5.28190 1.20144 -4.15518
C 0.75447 2.83580 4.12113
C 2.87507 -0.60029 -5.76468
C 4.86077 3.54462 -4.31637
C -1.76964 -2.21134 -6.29823
C -1.61700 -0.68517 -6.38384
C 0.23158 -3.99720 2.35372
C 3.61457 1.65703 0.07854
C 0.11890 4.26326 1.84353
C 1.40735 2.32988 -4.91110
C 0.54816 2.12631 2.92184
C 0.44115 1.75228 -5.95974
C 1.51084 -2.58956 -5.32419
C 4.76479 1.16884 -2.86570
C 0.29469 -4.25613 3.74308
C 0.28147 2.84672 1.70005
C -2.80928 -0.09450 -5.61266
C 1.05712 1.98212 -7.34938
C 0.26151 -3.21519 4.61879
C 0.17702 -2.66921 1.87192
C 0.19202 -5.04789 1.40868
C -0.84227 2.59297 -5.85957
H 1.17839 3.05805 -7.50484
H 0.16887 5.98933 3.09525
H 5.74577 2.37840 -5.88979
H 0.02892 -5.54435 -0.66513
H -2.69067 -0.69082 -8.25004
H -2.80430 -0.40172 -4.56804
H 0.27167 -3.39633 5.68542
H -1.55519 2.38304 -6.65585
H 2.92486 -0.30632 -4.71595
H 2.37645 1.83686 -4.87811
H -1.66449 -2.57317 -5.27476
H -0.12506 4.81283 0.94344
H 0.97923 2.29744 -3.90944
H -2.85146 0.99244 -5.64412
H 0.24742 -6.07084 1.76106
H -3.73070 -0.47153 -6.06427
H 0.12791 -1.09330 4.88122
H -1.34394 2.45648 -4.90050
H 0.69040 -2.20966 -7.90759
H -1.06139 -2.74644 -6.92924
H 1.56345 -0.71525 -8.24490
H 0.43286 1.60588 -8.16034
H 2.87427 3.22365 1.17652
H 1.00267 2.28444 5.02027
H 1.11139 0.40144 4.02711
H -1.79228 0.79599 -7.99615
H -0.57079 3.64905 -5.93859
H 2.04506 1.53116 -7.44543
H 0.61246 -3.17948 -5.48477
H 5.64946 0.27901 -4.58633
H -0.94646 -0.67325 -8.48311
H 2.95844 1.73147 1.96757
H -0.11275 -3.15512 -1.34995
H 1.58816 3.38131 -5.15526
H 2.36266 -3.19503 -5.64538
H 4.89041 4.47604 -4.86641
H 4.73406 0.25114 -2.31272
H 3.97920 4.45050 -2.59422
H 3.08748 0.27899 -6.37214
H 0.33742 -5.28080 4.08840
H 1.61594 -2.41539 -4.25397
H 3.56691 3.45986 -0.77414
H 2.44576 -2.18077 -7.83760
H -2.77303 -2.47989 -6.63866
H 3.67956 -1.31972 -5.94306
*
```

---

calculated total energy of number 4 (C35H45BrClN4ORbSSi)? -5401.06845 Eh